P | DFT (ωB97M-V/def2-TZVPD) results for one molecule with the formula C20H22N2O3.

Geometry (Å):
C: -2.46 -3.93 -5.70
C: -2.36 -2.81 -4.68
O: -1.78 -3.34 -3.51
C: -1.59 -2.54 -2.43
C: -1.90 -1.18 -2.38
C: -1.63 -0.46 -1.23
C: -1.06 -1.06 -0.12
C: -0.82 -0.32 1.15
O: -1.16 -0.77 2.22
N: -0.25 0.92 1.03
C: -0.16 1.75 2.22
N: 1.11 1.64 2.89
C: 2.35 2.10 2.30
C: 3.41 1.55 3.26
C: 2.68 1.46 4.59
C: 1.21 1.34 4.21
O: 0.30 1.07 4.95
C: 0.39 1.36 -0.14
C: 1.29 0.53 -0.80
C: 1.92 0.95 -1.96
C: 1.67 2.21 -2.47
C: 0.78 3.05 -1.81
C: 0.14 2.63 -0.66
C: -0.79 -2.43 -0.16
C: -1.03 -3.15 -1.31
H: -2.90 -3.55 -6.62
H: -3.08 -4.73 -5.31
H: -1.47 -4.33 -5.91
H: -3.36 -2.40 -4.46
H: -1.73 -1.99 -5.07
H: -2.35 -0.68 -3.22
H: -1.90 0.59 -1.21
H: -0.35 2.79 1.95
H: -0.91 1.39 2.94
H: 2.36 3.20 2.26
H: 2.46 1.72 1.28
H: 3.72 0.56 2.93
H: 4.29 2.19 3.30
H: 2.80 2.36 5.19
H: 2.99 0.61 5.20
H: 1.50 -0.45 -0.39
H: 2.62 0.29 -2.45
H: 2.16 2.54 -3.37
H: 0.57 4.03 -2.21
H: -0.57 3.28 -0.17
H: -0.38 -2.90 0.71
H: -0.81 -4.21 -1.35

The SMILES is CCOc1ccc(C(=O)N(CN2CCCC2=O)c2ccccc2)cc1. Its HOMO energy is -8.42 eV. Its HOMO-LUMO gap is 0.3319 Ha.

natural (NBO) atomic charge list, values in e, 2 entries: -0.617 -0.063



Q | DFT (ωB97M-V/def2-TZVPD) results for one molecule with the formula C20H22N2O3.

Geometry (Å):
C: -7.00 -1.62 -0.03
O: -5.74 -2.04 -0.49
C: -4.67 -1.22 -0.31
C: -4.71 0.02 0.33
C: -3.56 0.78 0.47
C: -2.36 0.32 -0.04
N: -1.16 1.05 0.05
C: -0.94 2.26 0.63
O: -1.77 2.92 1.21
C: 0.52 2.73 0.51
C: 1.00 2.74 -0.95
C: 1.73 1.41 -1.12
O: 2.02 0.88 -2.17
N: 1.96 0.90 0.12
C: 2.61 -0.33 0.37
C: 1.91 -1.33 1.02
C: 2.51 -2.55 1.25
C: 3.80 -2.78 0.81
C: 4.51 -1.79 0.15
C: 5.90 -2.07 -0.33
C: 3.93 -0.53 -0.06
C: 4.68 0.57 -0.74
C: 1.48 1.74 1.19
C: -2.31 -0.92 -0.68
C: -3.45 -1.68 -0.81
H: -7.70 -2.41 -0.30
H: -7.31 -0.68 -0.52
H: -7.01 -1.48 1.05
H: -5.63 0.40 0.74
H: -3.61 1.73 0.96
H: -0.38 0.60 -0.41
H: 0.56 3.71 0.97
H: 0.20 2.84 -1.68
H: 1.72 3.54 -1.12
H: 0.89 -1.16 1.34
H: 1.96 -3.33 1.76
H: 4.26 -3.74 0.97
H: 6.15 -3.12 -0.18
H: 6.00 -1.84 -1.39
H: 6.63 -1.47 0.21
H: 5.75 0.49 -0.55
H: 4.33 1.54 -0.39
H: 4.51 0.53 -1.81
H: 0.98 1.15 1.97
H: 2.32 2.27 1.66
H: -1.38 -1.28 -1.08
H: -3.43 -2.63 -1.31

The SMILES is COc1ccc(NC(=O)[C@@H]2CC(=O)N(c3cccc(C)c3C)C2)cc1. Its HOMO energy is -8.00 eV. Its HOMO-LUMO gap is 0.3202 Ha.

natural (NBO) atomic charge list, values in e, 2 entries: -0.252 -0.493



Q: What are the energies relative to the best structure? A: P 34.4; Q 0.0, in kJ/mol.



P | DFT (ωB97M-V/def2-TZVPD) results for a 2-piece molecular cluster, C4H11O3 overall.

Geometry (Å):
C: 1.79 0.51 -1.10
O: 1.38 0.72 -2.36
C: 0.57 0.83 -0.06
C: -0.59 -0.10 -0.50
C: -0.33 -1.53 -0.03
O: -1.39 -2.40 -0.45
H: 2.61 1.19 -0.75
H: 2.09 -0.55 -0.98
H: 0.46 1.91 -0.17
H: 0.88 0.62 0.98
H: -0.59 0.00 -1.59
H: -1.47 0.20 0.08
H: 0.62 -1.97 -0.35
H: -0.31 -1.55 1.07
H: -1.65 -2.10 -1.31
H: -1.07 1.79 1.85
H: -1.61 0.76 2.92
O: -1.40 1.67 2.75

Its HOMO energy is -2.56 eV. Its HOMO-LUMO gap is 0.2262 Ha. As for the charge: -1.

natural (NBO) atomic charge list, values in e, 2 entries: -0.003 -0.964



Q | DFT (ωB97M-V/def2-TZVPD) results for C4H11O3 as an isolated structure.

Geometry (Å):
C: -2.30 0.74 -0.07
O: -3.68 -0.04 -0.29
C: -1.24 -0.31 0.13
C: 0.21 0.17 0.10
C: 1.15 -0.72 0.94
O: 2.45 -0.43 0.75
H: -3.48 0.50 0.54
H: -2.21 1.53 0.70
H: -2.21 1.29 -1.01
H: -1.47 -0.71 1.14
H: -1.41 -1.24 -0.40
H: 0.21 1.16 0.59
H: 0.53 0.38 -0.91
H: 0.76 -0.60 1.98
H: 0.87 -1.76 0.61
H: 3.81 -0.05 -1.68
H: 2.81 0.16 -0.44
O: 3.12 0.56 -1.40

Its HOMO energy is -3.56 eV. Its HOMO-LUMO gap is 0.2569 Ha. As for the charge: -1.

natural (NBO) atomic charge list, values in e, 2 entries: -0.159 -0.736



R | DFT (ωB97M-V/def2-TZVPD) results for C4H11O3 as an isolated structure.

Geometry (Å):
C: -0.17 0.77 -2.05
O: -0.11 -0.02 -3.50
C: 0.69 0.04 -1.02
C: 0.34 0.35 0.43
C: 0.82 -0.76 1.37
O: 0.43 -0.64 2.67
H: -1.21 0.58 -1.82
H: -0.06 1.85 -1.95
H: 0.36 0.75 -3.32
H: 0.43 -0.99 -1.27
H: 1.74 0.16 -1.31
H: -0.76 0.26 0.45
H: 0.50 1.36 0.80
H: 0.58 -1.76 0.92
H: 1.93 -0.86 1.36
H: -2.52 -0.58 2.36
H: -0.98 -0.37 2.81
O: -2.00 -0.13 3.04

Its HOMO energy is -3.33 eV. Its HOMO-LUMO gap is 0.2468 Ha. As for the charge: -1.

natural (NBO) atomic charge list, values in e, 2 entries: -0.150 -0.735



S | DFT (ωB97M-V/def2-TZVPD) results for a 2-piece molecular cluster, C4H11O3 overall.

Geometry (Å):
C: -1.64 -0.22 1.85
O: -1.09 -0.31 3.23
C: -0.54 -0.31 0.83
C: -0.72 0.52 -0.43
C: 0.30 0.01 -1.50
O: 1.57 0.00 -1.04
H: -2.42 -0.95 1.69
H: -2.05 0.78 1.88
H: -1.58 -1.04 3.60
H: -0.37 -1.37 0.57
H: 0.51 -0.18 1.14
H: -1.69 0.42 -0.93
H: -0.54 1.58 -0.22
H: 0.18 0.72 -2.35
H: -0.13 -0.95 -1.85
H: 3.96 0.88 -1.93
H: 2.70 0.09 -1.97
O: 3.53 0.32 -2.59

Its HOMO energy is -3.35 eV. Its HOMO-LUMO gap is 0.2460 Ha. As for the charge: -1.

natural (NBO) atomic charge list, values in e, 2 entries: -0.058 -0.741



Q: What are the energies relative to the best structure? A: P 46.3; Q 183.7; R 215.1; S 0.0, in kJ/mol.



P | DFT (ωB97M-V/def2-TZVPD) results for C5H20InN10O5 as an isolated structure.

Geometry (Å):
In: -10.32 -31.65 -32.69
C: -7.41 -32.28 -32.28
O: -8.47 -32.44 -32.89
N: -6.87 -31.19 -31.81
N: -6.61 -33.25 -31.88
H: -7.45 -30.36 -31.86
H: -5.95 -31.26 -31.39
H: -5.75 -33.06 -31.37
H: -6.69 -34.16 -32.32
C: -8.59 -30.86 -30.16
O: -9.27 -31.23 -31.15
N: -8.05 -31.65 -29.28
N: -8.49 -29.60 -29.74
H: -8.15 -32.66 -29.36
H: -7.49 -31.16 -28.61
H: -8.12 -29.48 -28.81
H: -8.73 -28.86 -30.39
C: -11.06 -29.27 -34.54
O: -11.17 -30.35 -33.93
N: -10.40 -29.14 -35.65
N: -11.34 -28.14 -34.07
H: -10.29 -29.98 -36.20
H: -10.11 -28.24 -36.01
H: -11.77 -28.18 -33.16
H: -11.16 -27.22 -34.45
C: -11.53 -32.07 -29.83
O: -11.07 -31.59 -30.88
N: -12.48 -32.97 -29.90
N: -11.18 -31.79 -28.67
H: -12.81 -33.28 -30.81
H: -12.60 -33.57 -29.10
H: -11.73 -31.99 -27.84
H: -10.50 -31.05 -28.60
C: -9.03 -31.50 -35.58
O: -9.55 -31.60 -34.46
N: -9.27 -32.19 -36.65
N: -8.25 -30.52 -35.80
H: -8.72 -31.99 -37.47
H: -10.08 -32.79 -36.75
H: -8.01 -29.82 -35.12
H: -7.96 -30.42 -36.77

Its HOMO energy is -19.01 eV. Its HOMO-LUMO gap is 0.3397 Ha. As for the charge: +3.

Löwdin atomic charge list, values in e, 2 entries: 1.067 -0.609



Q | DFT (ωB97M-V/def2-TZVPD) results for C5H20InN10O5 as an isolated structure.

Geometry (Å):
In: 0.05 2.70 0.63
C: 2.37 -0.28 2.16
O: 1.97 0.82 1.81
N: 1.67 -1.28 1.84
N: 3.52 -0.59 2.69
H: 2.04 -2.21 1.97
H: 0.86 -0.97 1.33
H: 3.59 -1.57 2.89
H: 4.20 0.09 3.00
C: -2.45 0.01 2.41
O: -1.60 0.66 1.90
N: -3.69 0.47 2.57
N: -2.34 -1.21 2.79
H: -3.83 1.45 2.38
H: -4.36 -0.21 2.91
H: -1.44 -1.66 2.87
H: -3.04 -1.61 3.40
C: -0.21 -0.85 -1.34
O: -0.13 -0.06 -0.41
N: -0.62 -2.05 -1.20
N: 0.13 -0.52 -2.56
H: -0.67 -2.57 -2.07
H: -0.86 -2.57 -0.37
H: 0.32 0.46 -2.67
H: 0.13 -1.17 -3.34
C: 3.31 1.04 -1.09
O: 2.41 1.84 -0.76
N: 4.48 0.92 -0.52
N: 3.33 0.43 -2.19
H: 4.73 1.46 0.31
H: 5.22 0.41 -0.98
H: 4.03 -0.29 -2.27
H: 2.50 0.49 -2.77
C: -2.91 1.31 -1.66
O: -2.32 2.09 -0.88
N: -3.33 1.74 -2.79
N: -3.28 0.07 -1.30
H: -3.12 2.67 -3.11
H: -4.14 1.25 -3.14
H: -3.53 -0.54 -2.06
H: -2.98 -0.17 -0.37

Its HOMO energy is -18.75 eV. Its HOMO-LUMO gap is 0.1182 Ha. As for the charge: +3.

natural (NBO) atomic charge list, values in e, 2 entries: 1.568 0.744



Q: What are the energies relative to the best structure? A: P 0.0; Q 111.5, in kJ/mol.



P | DFT (ωB97M-V/def2-TZVPD) results for one molecule with the formula C3H3N3O.

Geometry (Å):
O: 1.71 -0.35 2.34
N: 0.85 -1.14 1.37
N: 0.35 -0.45 0.38
C: 0.40 0.90 -0.13
C: -0.55 0.92 -1.12
N: -1.29 -0.26 -1.06
C: -0.80 -1.02 -0.21
H: 1.25 1.54 -0.08
H: -0.84 1.80 -1.82
H: -1.08 -1.94 0.34

The SMILES is O=Nn1ccnc1. Its HOMO energy (alpha / beta) is -10.32 / -10.25 eV. Its HOMO-LUMO gap (alpha / beta) is 0.3149 / 0.3126 Ha.

natural (NBO) atomic charge list, values in e, 2 entries: -0.420 0.243



Q | DFT (ωB97M-V/def2-TZVPD) results for C3H3N3O as an isolated structure.

Geometry (Å):
N: 2.33 -0.59 0.74
C: 1.24 -0.68 0.21
N: -1.18 2.06 -0.06
N: -1.26 1.27 -1.02
O: -0.84 1.12 0.94
C: -1.05 0.14 -0.09
C: 0.01 -0.88 -0.25
H: 3.08 -0.16 0.20
H: -2.04 -0.31 0.01
H: -0.21 -1.81 -0.75

Its HOMO energy is -9.63 eV. Its HOMO-LUMO gap is 0.3771 Ha.

natural (NBO) atomic charge list, values in e, 2 entries: -0.599 0.481



Q: What are the energies relative to the best structure? A: P 107.4; Q 0.0, in kJ/mol.